Record 1
This record from OMol25 describes an isolated molecule of C5H8F2. The level of theory is the ωB97M-V functional and the def2-TZVPD basis.

The geometry in XYZ format:
```
15
Properties=species:S:1:pos:R:3:forces:R:3
C -2.055 -0.221 -0.052 -0.1 -0.5 1.0
C -0.802 0.592 -0.029 -0.5 0.0 0.5
C 0.453 0.150 -0.023 -2.0 -0.4 0.0
C 1.566 1.100 -0.030 1.1 0.6 -0.3
C 0.769 -1.307 -0.015 -0.9 0.2 1.6
H -2.960 0.356 -0.177 0.0 0.5 -0.8
H -2.039 -1.060 -0.735 -0.1 -0.2 -0.2
H -2.282 -0.594 0.956 0.5 -0.5 0.0
H -1.016 1.623 0.173 0.4 0.5 -0.4
H 2.194 1.083 0.856 0.2 -0.5 0.1
H 2.210 0.928 -0.937 -0.5 0.4 0.8
H 0.457 -1.822 -0.888 -0.7 -0.5 -0.8
H 0.337 -1.820 0.918 0.6 0.6 -1.3
F 1.045 2.381 -0.020 0.2 0.5 -0.5
F 2.122 -1.390 0.002 1.8 -0.7 0.3
```
Forces are in eV/Å.

Output
**HOMO**: -9.2 eV
**Kohn-Sham gap**: 10.2091 eV
**DFT total energy**: -394.99852 a.u.
**Max |F|**: 2.04 eV/A

---

Record 2
This record from OMol25 describes an isolated molecule of C5H8F4N2O. The level of theory is the ωB97M-V functional and the def2-TZVPD basis.

The geometry in XYZ format:
```
20
Properties=species:S:1:pos:R:3:forces:R:3
C -0.250 -1.482 0.043 -0.3 0.3 -0.5
C 1.283 -1.490 0.557 -1.2 -0.5 -0.3
C -0.917 -0.120 0.298 2.7 0.6 2.0
C 0.974 1.375 -0.055 -1.1 -2.7 1.0
C -2.389 -0.030 0.035 -1.0 -0.5 -0.9
N -0.269 1.012 -0.474 0.1 -1.2 2.3
N 1.729 2.131 -0.814 1.6 0.7 -2.1
O 2.052 -0.693 -0.159 0.2 3.4 -1.4
F 1.116 1.429 1.292 -0.1 0.6 -1.9
F -2.978 1.121 0.316 0.3 0.6 0.5
F -2.545 -0.145 -1.336 -0.2 -0.5 0.7
F -3.128 -0.977 0.670 0.9 0.3 -0.7
H -0.373 -1.637 -1.074 0.4 -0.7 1.3
H -0.913 -2.081 0.686 0.4 -0.8 -0.6
H 1.343 -1.273 1.620 -0.8 0.6 1.0
H 1.770 -2.454 0.579 -0.6 -1.3 -0.4
H -0.625 -0.027 1.395 -1.1 0.7 -1.2
H -0.508 0.896 -1.438 0.6 0.5 -0.7
H 2.152 1.779 -1.679 -1.2 -0.6 0.3
H 2.480 2.668 -0.462 0.4 0.5 1.6
```
Forces are in eV/Å.

Output
**HOMO**: -7.7 eV
**Kohn-Sham gap**: 8.2486 eV
**DFT total energy**: -779.45504 a.u.
**Max |F|**: 3.69 eV/A

---

Record 3
This record from OMol25 describes the ion C5H8F4O2P with charge +1. The level of theory is the ωB97M-V functional and the def2-TZVPD basis.

The geometry in XYZ format:
```
20
Properties=species:S:1:pos:R:3:forces:R:3
O 2.050 -1.960 -1.340 2.0 2.8 9.3
C 2.329 -1.611 -0.083 -0.6 -3.3 -6.2
F 3.143 -2.585 0.736 -2.9 3.8 -2.3
C 1.887 -0.152 0.607 2.3 -1.5 1.0
P 1.130 1.026 -0.669 0.3 0.0 -0.2
C -0.710 1.415 -0.525 -1.8 0.4 -0.6
C -1.627 0.421 0.385 -1.8 0.7 0.9
O -1.224 0.325 1.812 -0.2 0.7 -1.9
C -1.896 -1.079 -0.305 -1.9 -0.8 -0.1
F -2.084 -2.085 0.766 1.1 3.2 -4.2
F -3.214 -0.983 -1.040 4.5 -0.4 2.3
F -0.894 -1.441 -1.333 -3.0 0.9 3.6
H 1.281 -0.327 1.590 0.8 0.4 -2.0
H 2.925 0.329 0.949 -2.2 -0.9 -0.8
H 1.476 0.527 -2.007 -0.4 0.4 1.4
H 1.857 2.298 -0.551 -0.7 -1.3 0.0
H -0.897 2.529 -0.147 0.8 -2.5 -0.6
H -1.172 1.390 -1.624 1.2 0.0 2.2
H -2.715 0.915 0.416 2.4 -1.2 -0.6
H -1.646 1.047 2.363 0.4 -1.2 -1.2
```
Forces are in eV/Å.

Output
**Total charge**: +1
**HOMO**: -15.6 eV
**Kohn-Sham gap**: 11.4028 eV
**DFT total energy**: -1086.17895 a.u.
**Max |F|**: 9.87 eV/A

---

Record 4
This record from OMol25 describes an isolated molecule of C5H8FN. The level of theory is the ωB97M-V functional and the def2-TZVPD basis.

The geometry in XYZ format:
```
15
Properties=species:S:1:pos:R:3:forces:R:3
C 0.661 0.569 -0.296 -0.4 0.0 1.3
C 1.333 -0.811 0.103 0.1 1.0 -1.3
C 0.418 -1.527 1.126 0.0 -0.6 -0.6
C -0.901 -0.807 0.930 0.3 1.7 -0.4
C -0.739 0.305 0.191 1.0 -1.2 0.8
H 1.615 1.009 -2.048 -1.1 0.2 0.5
H 0.167 0.304 -2.238 -0.2 -0.1 -0.1
H 1.095 1.445 0.258 -0.3 -0.9 -0.1
H 2.321 -0.536 0.501 -0.1 -0.7 -0.3
H 1.392 -1.368 -0.873 0.3 0.3 1.0
H 0.894 -1.401 2.120 -0.7 -0.2 -0.3
H 0.307 -2.626 0.889 0.3 1.1 0.4
H -1.855 -0.956 1.398 -0.2 -0.6 0.3
N 0.640 0.991 -1.664 1.6 -0.2 -1.4
F -1.671 1.202 -0.076 -0.6 0.3 -0.1
```
Forces are in eV/Å.

Output
**HOMO**: -9.2 eV
**Kohn-Sham gap**: 10.2619 eV
**DFT total energy**: -349.90605 a.u.
**Max |F|**: 2.15 eV/A

---

Record 5
This record from OMol25 describes a structure of composition C5H8FN. The level of theory is the ωB97M-V functional and the def2-TZVPD basis.

The geometry in XYZ format:
```
15
Properties=species:S:1:pos:R:3:forces:R:3
C -0.172 -1.140 0.868 1.0 1.6 1.5
C 0.407 0.363 0.998 1.0 -0.8 -0.3
C 0.231 1.240 -0.017 0.1 -1.0 0.4
C -0.354 1.382 -1.357 -2.1 0.0 -1.5
C -1.286 0.524 -1.948 1.0 1.6 -2.2
H 1.676 -1.927 1.089 -0.7 -0.5 -0.3
H 0.959 -1.752 2.366 0.2 1.2 4.3
H -0.090 -1.368 -0.186 -0.9 -0.1 -0.3
H -1.169 -1.345 1.367 0.9 0.8 -1.1
H 1.389 0.658 1.732 -3.3 -1.0 -1.8
H 0.044 2.619 -1.845 -1.6 -4.5 1.2
H -1.741 -0.586 -1.588 1.5 3.6 -1.0
H -1.498 1.020 -3.105 0.0 -2.2 3.4
N 0.739 -2.068 1.511 1.0 -1.3 -3.7
F 0.864 2.379 0.114 2.0 2.6 1.3
```
Forces are in eV/Å.

Output
**HOMO**: -8.8 eV
**Kohn-Sham gap**: 9.2779 eV
**DFT total energy**: -349.75099 a.u.
**Max |F|**: 4.97 eV/A

---

Record 6
This record from OMol25 describes an isolated molecule of C5H8FN. The level of theory is the ωB97M-V functional and the def2-TZVPD basis.

The geometry in XYZ format:
```
15
Properties=species:S:1:pos:R:3:forces:R:3
C 1.046 1.284 -0.373 -0.3 0.9 -0.4
C 1.288 -0.107 0.118 0.4 -0.7 0.0
C 0.252 -1.195 0.202 0.1 0.2 -0.6
C -1.107 -0.982 -0.384 -0.1 -0.5 -0.6
C -2.046 -0.086 -0.124 -0.1 0.3 0.7
H 1.727 1.975 0.162 -0.5 -0.2 -0.1
H 1.324 1.366 -1.435 -0.1 -0.1 0.2
H -0.017 1.658 -0.282 1.2 -0.6 0.1
H 2.286 -0.546 -0.123 -0.6 0.7 0.4
H 0.084 0.139 1.750 0.1 0.0 -0.1
H 0.713 -2.184 0.008 -0.8 0.5 0.4
H -1.375 -1.642 -1.233 0.3 0.4 0.6
H -3.023 0.030 -0.601 0.5 -0.2 0.0
N 0.771 -0.531 1.415 -0.1 -0.4 -0.2
F -1.923 0.820 0.902 0.0 -0.3 -0.3
```
Forces are in eV/Å.

Output
**HOMO**: -8.8 eV
**Kohn-Sham gap**: 9.8799 eV
**DFT total energy**: -349.86762 a.u.
**Max |F|**: 1.32 eV/A

---

Record 7
This record from OMol25 describes a cluster of 2 separate species, C5H8FN2 in total. The level of theory is the ωB97M-V functional and the def2-TZVPD basis.

The geometry in XYZ format:
```
16
Properties=species:S:1:pos:R:3:forces:R:3
C -2.452 0.855 0.749 -0.5 1.2 -1.0
C -1.615 -0.057 1.255 0.8 -1.1 3.1
C -0.883 0.305 -0.802 0.1 1.7 -0.3
C 0.553 -1.124 0.330 0.6 0.7 0.5
C 2.512 0.741 0.055 0.7 -3.0 -0.1
N -1.977 1.048 -0.547 0.0 0.1 -0.4
N -0.575 -0.310 0.359 -0.9 -0.1 -2.1
F 2.064 1.176 -1.092 -0.6 1.0 -0.5
H -3.279 1.491 1.200 1.2 -1.4 -0.8
H -1.692 -0.520 2.279 0.5 0.6 -1.5
H -0.216 0.414 -1.743 -1.4 -0.5 2.0
H 0.847 -1.403 -0.676 0.1 -0.3 0.6
H 0.804 -1.582 1.261 0.3 -0.5 0.0
H 2.322 1.167 0.990 -0.7 1.4 0.8
H 3.336 0.041 -0.035 0.0 0.1 -0.1
H -2.389 1.659 -1.228 -0.1 0.2 -0.1
```
Forces are in eV/Å.

Output
**Total charge**: +1
**HOMO (spin up / spin down)**: -12.1 / -12.5 eV
**Kohn-Sham gap (spin up / spin down)**: 7.5785 / 9.1054 eV
**DFT total energy**: -404.30890 a.u.
**Max |F|**: 3.40 eV/A

---

Record 8
This record from OMol25 describes an isolated molecule of C5H8FNO. The level of theory is the ωB97M-V functional and the def2-TZVPD basis.

The geometry in XYZ format:
```
16
Properties=species:S:1:pos:R:3:forces:R:3
C 2.990 -0.239 -0.076 -0.1 -0.2 -0.4
C 0.516 0.273 0.098 -0.1 -1.1 -0.6
C 0.708 1.743 0.039 0.2 0.0 0.6
C -0.730 -0.270 0.079 -0.5 0.9 0.0
C -1.957 0.503 -0.038 -0.6 -0.5 0.0
H 3.576 -1.060 -0.542 -0.6 0.4 0.5
H 3.173 0.638 -0.695 -0.1 0.0 -0.1
H 3.358 -0.012 0.910 0.5 -0.1 0.4
H 1.296 -1.553 -0.156 0.4 0.6 0.2
H 0.294 2.220 0.940 0.4 0.0 -0.3
H 1.775 1.926 -0.062 -0.2 0.5 0.0
H 0.148 2.100 -0.814 0.2 0.4 -0.2
H -1.750 1.588 -0.127 -0.2 -0.1 0.1
N 1.580 -0.585 0.018 -0.4 -0.4 -0.3
O -3.112 0.086 -0.080 1.4 0.2 0.1
F -0.799 -1.611 0.050 -0.3 -0.7 0.0
```
Forces are in eV/Å.

Output
**HOMO**: -8.2 eV
**Kohn-Sham gap**: 8.7704 eV
**DFT total energy**: -425.14077 a.u.
**Max |F|**: 1.39 eV/A